# 1
C53H41AsIrN4 as an isolated structure, computed with ωB97M-V/def2-TZVPD.

Results
2S+1 = 2
Energy relative to the best compared isomer or geometry (same formula, charge and spin) = 18.4 kJ/mol
Net charge = +2
Energy = -125251.124 eV
HOMO-LUMO gap (spin up / spin down) = 4.28 / 4.12 eV
LUMO (spin up / spin down) = -7.94 / -8.09 eV
Largest force on an atom = 0.059 Eh/bohr

```
100
C53H41AsIrN4 (ωB97M-V/def2-TZVPD)
Ir -1.276 0.413 -0.476
C -2.389 -5.241 4.568
C -3.341 -4.231 4.576
C -3.266 -3.192 3.669
C -2.247 -3.153 2.714
C -1.316 -4.201 2.691
C -1.379 -5.223 3.616
C -2.127 -2.057 1.750
C -2.148 -0.738 2.195
C -2.253 -0.343 3.575
C -2.308 1.010 3.597
C -2.220 1.461 2.233
N -2.066 0.383 1.404
C -2.238 2.804 1.851
C -1.867 3.235 0.543
C -1.917 4.580 0.092
C -1.342 4.604 -1.161
C -1.023 3.266 -1.486
C -0.415 2.867 -2.702
C 0.169 3.933 -3.533
C -0.603 4.877 -4.206
C 0.012 5.901 -4.904
C 1.397 6.006 -4.907
C 2.170 5.056 -4.255
C 1.562 4.012 -3.588
C -0.253 1.551 -3.104
N -0.571 0.436 -2.369
C -0.213 -0.645 -3.117
C -0.319 -1.997 -2.770
C 0.571 -2.912 -3.485
C 1.903 -2.482 -3.620
C 2.849 -3.253 -4.260
C 2.495 -4.490 -4.779
C 1.186 -4.934 -4.649
C 0.231 -4.160 -4.014
C -1.094 -2.429 -1.651
C -1.508 -3.748 -1.373
C -2.038 -3.742 -0.101
C -1.908 -2.422 0.390
N -1.402 -1.608 -0.588
C 0.276 -0.203 -4.397
C 0.245 1.151 -4.391
N -1.351 2.432 -0.438
C -2.589 3.813 2.845
C -3.703 3.652 3.682
C -4.016 4.606 4.630
C -3.228 5.742 4.768
C -2.115 5.910 3.954
C -1.799 4.960 3.004
H -2.434 -6.037 5.294
H -4.148 -4.256 5.290
H -4.024 -2.423 3.658
H -0.519 -4.181 1.961
H -0.634 -6.004 3.595
H -2.252 -1.018 4.407
H -2.362 1.650 4.455
H -2.354 5.405 0.617
H -1.156 5.459 -1.779
H -1.679 4.783 -4.194
H -0.584 6.623 -5.441
H 1.873 6.833 -5.411
H 3.247 5.140 -4.256
H 2.147 3.272 -3.060
H 2.190 -1.538 -3.176
H 3.859 -2.884 -4.350
H 3.230 -5.107 -5.272
H 0.903 -5.887 -5.071
H -0.791 -4.504 -3.986
H -1.423 -4.599 -2.012
H -2.462 -4.573 0.426
H 0.537 -0.858 -5.204
H 0.490 1.823 -5.188
H -4.344 2.793 3.554
H -4.885 4.480 5.259
H -3.483 6.491 5.503
H -1.494 6.787 4.060
H -0.904 5.066 2.408
C 2.935 0.402 -0.852
As 1.427 -0.044 0.324
C 2.122 0.699 1.997
C 1.604 -2.019 0.549
C 2.913 -2.429 1.121
C 3.089 -2.466 2.506
C 4.284 -2.891 3.053
C 5.321 -3.288 2.221
C 5.160 -3.257 0.843
C 3.969 -2.817 0.295
H 3.824 -0.127 -0.505
H 3.126 1.475 -0.827
H 2.721 0.112 -1.878
H 3.092 0.250 2.212
H 1.439 0.513 2.825
H 2.254 1.775 1.884
H 1.442 -2.462 -0.436
H 0.781 -2.310 1.206
H 2.264 -2.193 3.152
H 4.409 -2.923 4.125
H 6.254 -3.613 2.648
H 5.968 -3.577 0.205
H 3.834 -2.801 -0.779
```

---

# 2
C53H41BiN5O3S2Te as an isolated structure, computed with ωB97M-V/def2-TZVPD.

Results
Energy relative to the best compared isomer or geometry (same formula, charge and spin) = 0.0 kJ/mol
Net charge = +1
Energy = -104019.745 eV
HOMO-LUMO gap = 6.35 eV
LUMO = -3.31 eV
Largest force on an atom = 0.003 Eh/bohr

```
106
C53H41BiN5O3S2Te (ωB97M-V/def2-TZVPD)
Bi -0.591 0.876 -0.618
C 6.585 0.599 0.813
C 5.099 0.826 0.748
C 4.415 1.459 1.780
C 3.044 1.671 1.722
C 2.324 2.306 2.876
O 2.649 3.394 3.290
C 1.256 1.507 3.567
C 1.077 0.149 3.319
C 0.141 -0.577 4.040
C -0.625 0.054 5.012
C -0.459 1.412 5.254
C 0.479 2.137 4.535
C 2.327 1.301 0.587
O 1.017 1.626 0.536
C 3.000 0.642 -0.447
C 4.362 0.401 -0.354
C 2.142 0.192 -1.575
N 1.628 0.986 -2.435
C 2.130 2.348 -2.553
C 2.497 2.610 -4.005
Te 4.154 1.437 -4.687
C 3.054 -0.278 -5.238
C 3.510 -1.536 -4.856
C 2.861 -2.682 -5.296
C 1.737 -2.580 -6.102
C 1.267 -1.326 -6.471
C 1.929 -0.180 -6.052
C 1.665 -1.223 -1.552
C 1.914 -2.042 -0.449
C 1.458 -3.354 -0.432
C 0.754 -3.855 -1.518
C 0.497 -3.041 -2.617
C 0.949 -1.734 -2.638
H 6.995 0.957 1.756
H 7.096 1.123 0.004
H 6.828 -0.461 0.721
H 4.953 1.791 2.660
H 1.690 -0.345 2.574
H 0.019 -1.638 3.857
H -1.345 -0.514 5.588
H -1.053 1.902 6.016
H 0.641 3.191 4.725
H 4.860 -0.108 -1.173
H 2.988 2.533 -1.903
H 1.332 3.034 -2.252
H 2.797 3.648 -4.143
H 1.653 2.415 -4.665
H 4.380 -1.625 -4.217
H 3.234 -3.656 -5.004
H 1.237 -3.474 -6.454
H 0.400 -1.237 -7.114
H 1.578 0.790 -6.383
H 2.484 -1.657 0.387
H 1.666 -3.986 0.422
H 0.426 -4.887 -1.519
H -0.025 -3.440 -3.478
H 0.789 -1.103 -3.504
S -0.944 6.251 1.475
C -0.930 7.641 2.459
C -1.472 7.404 3.686
C -1.909 6.065 3.829
C -1.692 5.310 2.709
C -2.004 3.894 2.515
C -1.424 3.174 1.455
N -1.630 1.887 1.258
C -2.396 1.188 2.127
C -3.068 1.828 3.171
C -3.915 1.056 4.038
C -4.046 -0.277 3.879
C -3.321 -0.966 2.848
C -3.385 -2.354 2.657
C -2.649 -2.961 1.660
C -1.829 -2.128 0.870
N -1.760 -0.828 1.030
C -2.499 -0.236 1.984
C -2.688 -4.401 1.399
C -2.343 -5.050 0.244
C -2.511 -6.455 0.327
C -2.978 -6.848 1.544
S -3.215 -5.524 2.592
C -2.866 3.204 3.341
H -0.520 8.564 2.082
H -1.551 8.154 4.458
H -2.346 5.678 4.739
H -0.774 3.664 0.742
H -4.447 1.572 4.827
H -4.687 -0.852 4.534
H -4.035 -2.942 3.296
H -1.201 -2.552 0.094
H -1.999 -4.539 -0.645
H -2.299 -7.142 -0.479
H -3.193 -7.849 1.882
H -3.385 3.715 4.143
O -1.386 3.803 -3.600
C -1.229 3.294 -2.558
N -1.078 2.808 -1.467
C -3.960 -3.567 -3.337
C -3.967 -2.099 -3.771
C -3.288 -1.250 -2.794
N -2.732 -0.620 -2.012
H -4.435 -4.177 -4.102
H -4.501 -3.701 -2.402
H -2.939 -3.923 -3.197
H -4.984 -1.724 -3.890
H -3.461 -1.967 -4.729
```

---

# 3
C53H43Br2Cl4N2O5SeSiSn as an isolated structure, computed with ωB97M-V/def2-TZVPD.

Results
Energy relative to the best compared isomer or geometry (same formula, charge and spin) = 220.8 kJ/mol
Net charge = -1
Energy = -338114.336 eV
HOMO-LUMO gap = 7.28 eV
LUMO = 1.90 eV
Largest force on an atom = 0.015 Eh/bohr

```
112
C53H43Br2Cl4N2O5SeSiSn (ωB97M-V/def2-TZVPD)
Sn 0.745 0.110 -0.077
Cl -5.960 -1.290 -2.384
C -4.771 -0.410 -1.486
C -5.155 0.706 -0.746
Cl -6.799 1.242 -0.740
C -4.193 1.369 0.012
Cl -4.648 2.701 1.020
C -2.870 0.958 -0.001
O -1.910 1.499 0.821
C -2.438 -0.134 -0.791
O -1.215 -0.538 -0.831
C -3.450 -0.829 -1.496
Cl -2.970 -2.239 -2.371
Br 5.998 2.031 5.460
C 4.730 1.308 4.258
C 3.388 1.317 4.585
C 2.508 0.790 3.649
N 2.887 0.285 2.484
C 4.182 0.285 2.187
C 5.153 0.790 3.049
C 4.557 -0.271 0.853
C 5.752 -0.966 0.695
C 6.050 -1.453 -0.562
Br 7.660 -2.411 -0.839
C 5.180 -1.253 -1.614
C 4.013 -0.552 -1.346
N 3.702 -0.070 -0.148
H 3.034 1.719 5.523
H 1.441 0.782 3.848
H 6.198 0.805 2.773
H 6.411 -1.149 1.532
H 5.386 -1.631 -2.605
H 3.297 -0.354 -2.137
C -2.882 6.545 5.519
C -2.495 5.686 4.344
C -2.155 6.245 3.120
C -1.810 5.459 2.030
C -1.468 6.124 0.725
C -1.801 4.060 2.164
Se -1.328 3.189 0.517
C -2.089 3.470 3.398
C -2.011 1.995 3.708
C -2.448 4.308 4.454
H -3.061 7.575 5.210
H -2.095 6.557 6.277
H -3.790 6.173 5.997
H -2.163 7.324 3.001
H -1.428 7.206 0.849
H -2.212 5.896 -0.043
H -0.495 5.803 0.340
H -1.619 1.401 2.892
H -3.003 1.607 3.952
H -1.378 1.845 4.586
H -2.684 3.844 5.408
C -4.568 3.064 -4.113
C -3.136 2.692 -3.832
C -2.225 3.647 -3.399
C -0.891 3.330 -3.163
C 0.081 4.412 -2.772
C -0.470 2.012 -3.336
C -1.360 1.039 -3.781
C -0.889 -0.370 -3.981
C -2.681 1.393 -4.028
C 0.978 1.672 -3.052
O 1.817 1.857 -3.919
O 1.248 1.271 -1.846
H -4.944 3.773 -3.374
H -5.214 2.186 -4.096
H -4.664 3.530 -5.097
H -2.560 4.668 -3.236
H -0.426 5.197 -2.210
H 0.525 4.864 -3.662
H 0.902 4.024 -2.168
H -0.735 -0.839 -3.009
H 0.054 -0.400 -4.530
H -1.631 -0.962 -4.518
H -3.377 0.629 -4.363
O 1.309 -1.836 -0.370
Si 1.060 -3.427 -0.342
C -0.638 -3.900 0.307
C -1.192 -5.150 0.018
C -2.461 -5.497 0.461
C -3.208 -4.591 1.202
C -2.676 -3.346 1.506
C -1.404 -3.010 1.062
C 1.282 -4.232 -2.029
C 1.964 -5.436 -2.217
C 2.084 -6.009 -3.479
C 1.518 -5.384 -4.580
C 0.828 -4.190 -4.415
C 0.714 -3.626 -3.152
C 2.337 -4.198 0.816
C 3.690 -4.251 0.464
C 4.660 -4.666 1.366
C 4.294 -5.034 2.655
C 2.959 -4.994 3.028
C 1.994 -4.582 2.115
H -0.629 -5.862 -0.579
H -2.874 -6.469 0.217
H -4.207 -4.850 1.532
H -3.258 -2.628 2.072
H -1.011 -2.027 1.293
H 2.414 -5.936 -1.366
H 2.621 -6.942 -3.601
H 1.611 -5.827 -5.565
H 0.379 -3.697 -5.269
H 0.168 -2.700 -3.033
H 3.993 -3.959 -0.537
H 5.701 -4.699 1.066
H 5.050 -5.351 3.364
H 2.667 -5.284 4.031
H 0.953 -4.558 2.419
```

---

# 4
C53H43FNNiO4P2Te4 as an isolated structure, computed with ωB97M-V/def2-TZVPD.

Results
2S+1 = 3
Net charge = -1
Energy = -156848.151 eV
HOMO-LUMO gap (spin up / spin down) = 5.22 / 4.40 eV
LUMO (spin up / spin down) = 1.61 / 0.58 eV
Largest force on an atom = 0.105 Eh/bohr

```
109
C53H43FNNiO4P2Te4 (ωB97M-V/def2-TZVPD)
Ni 0.628 0.529 -0.032
C 2.945 -5.528 -3.074
C 1.884 -6.033 -2.095
C 2.278 -7.288 -1.323
C 3.463 -7.009 -0.408
C 3.240 -5.766 0.408
C 3.967 -5.556 1.562
C 3.806 -4.389 2.301
F 4.546 -4.240 3.409
C 2.912 -3.413 1.925
C 2.145 -3.619 0.774
C 1.178 -2.595 0.368
O 1.053 -1.537 1.008
C 0.466 -2.892 -0.841
C 0.704 -4.037 -1.529
N 1.582 -4.970 -1.152
C 2.317 -4.789 0.001
C -0.430 -1.923 -1.547
O -0.739 -2.158 -2.709
O -0.788 -0.886 -0.895
H 3.171 -6.284 -3.821
H 3.855 -5.254 -2.546
H 2.574 -4.646 -3.592
H 0.963 -6.235 -2.658
H 2.511 -8.089 -2.027
H 1.418 -7.599 -0.724
H 4.372 -6.881 -1.004
H 3.623 -7.861 0.256
H 4.674 -6.298 1.900
H 2.806 -2.501 2.496
H 0.162 -4.189 -2.454
C -5.440 5.915 -1.986
C -4.292 4.935 -2.209
C -3.545 5.305 -3.504
C -3.324 4.930 -1.032
C -3.226 5.875 -0.018
C -2.374 5.660 1.054
C -1.646 4.485 1.188
C -1.717 3.534 0.186
P -1.043 1.840 -0.006
C 0.528 3.163 -0.839
C 0.437 3.320 -2.217
C 1.237 4.226 -2.891
C 2.139 5.013 -2.198
C 2.218 4.901 -0.821
C 1.416 3.995 -0.149
C -2.277 1.089 1.164
C -3.480 1.710 1.483
C -4.335 1.146 2.411
C -4.008 -0.043 3.042
C -2.845 -0.703 2.690
C -2.007 -0.143 1.747
C -2.490 3.830 -0.934
O -2.521 2.860 -1.903
C -3.821 2.509 -2.168
C -4.069 1.145 -2.122
C -5.389 0.746 -2.279
C -6.363 1.694 -2.544
C -6.076 3.052 -2.568
C -4.781 3.496 -2.331
P -2.515 0.228 -1.643
C -1.667 0.442 -3.248
C -2.423 0.552 -4.411
C -1.806 0.681 -5.642
C -0.426 0.708 -5.736
C 0.339 0.624 -4.588
C -0.283 0.501 -3.362
C -3.278 -1.447 -1.741
C -3.402 -2.206 -2.899
C -3.933 -3.483 -2.830
C -4.339 -4.017 -1.618
C -4.234 -3.257 -0.468
C -3.706 -1.981 -0.532
H -5.054 6.929 -1.910
H -5.981 5.670 -1.074
H -6.126 5.884 -2.830
H -3.153 6.316 -3.432
H -4.230 5.250 -4.349
H -2.716 4.625 -3.689
H -3.810 6.782 -0.050
H -2.303 6.408 1.830
H -1.063 4.314 2.088
H -0.278 2.736 -2.778
H 1.146 4.306 -3.969
H 2.773 5.716 -2.722
H 2.904 5.516 -0.256
H 1.498 3.990 0.946
H -3.751 2.651 1.019
H -5.254 1.660 2.656
H -4.649 -0.451 3.810
H -2.567 -1.632 3.168
H -1.113 -0.693 1.461
H -5.647 -0.302 -2.207
H -7.381 1.368 -2.717
H -6.872 3.756 -2.758
H -3.504 0.544 -4.345
H -2.417 0.751 -6.532
H 0.056 0.796 -6.701
H 1.420 0.654 -4.648
H 0.348 0.452 -2.486
H -3.050 -1.822 -3.844
H -4.011 -4.073 -3.732
H -4.726 -5.027 -1.566
H -4.547 -3.657 0.486
H -3.604 -1.396 0.372
Te 0.430 1.603 2.005
Te 0.314 0.401 4.374
Te 4.764 1.204 2.684
Te 2.694 0.917 1.009
```

---

Look up the net charge of the second one.
+1

---

What is the energy in the fourth record?
-156848.151 eV

---

Number 2 is which compound?
C53H41BiN5O3S2Te